No. 1
{"formula": "C10H19N3O4S", "method": "ωB97M-V/def2-TZVPD", "homo_lumo_gap_ha": 0.3263, "max_force_ev_per_a": 10.97, "molar_mass_da": 277.3, "e_tot_ha": -1255.562519, "charge": 0, "symbols": ["C", "C", "C", "C", "C", "C", "C", "C", "C", "C", "H", "H", "H", "H", "H", "H", "H", "H", "H", "H", "H", "H", "H", "H", "H", "H", "H", "H", "H", "N", "N", "N", "O", "O", "O", "O", "S"], "positions_angstrom": [[-0.088, 2.069, 0.202], [0.753, 2.305, -1.078], [-1.511, 2.109, -0.334], [-2.264, 2.143, 1.078], [-3.139, 0.497, 3.385], [1.583, -0.205, -0.824], [2.732, -0.771, -1.152], [0.462, -1.327, -0.986], [0.446, -2.439, 0.156], [-0.736, -3.368, -0.360], [1.317, 4.179, 0.762], [1.004, 2.468, 2.219], [0.201, 1.055, 0.859], [-1.895, 1.024, -0.718], [-1.728, 2.879, -1.088], [-3.429, 2.158, 0.810], [-1.626, 2.974, 1.572], [-2.937, -0.604, 3.738], [-2.791, 1.384, 4.023], [-4.223, 0.611, 3.253], [1.944, 1.138, -2.263], [1.383, 0.067, 0.202], [0.319, -1.688, -2.042], [-0.387, -0.802, -0.831], [0.269, -2.166, 1.179], [1.300, -3.176, 0.433], [-2.311, -2.271, 0.158], [-2.954, -3.540, -0.718], [4.448, -1.743, -0.258], [0.450, 3.099, 1.120], [1.248, 1.036, -1.572], [-2.093, -3.122, -0.233], [0.951, 3.324, -1.586], [3.205, -0.428, -2.281], [-0.374, -4.476, -0.912], [3.431, -1.460, -0.077], [-2.017, 0.450, 1.990]], "lowdin_charge": [-0.4729, -0.4904, -0.2087, -0.4177, -0.4695, -0.2865, -0.4074, -0.0618, -0.0683, -0.4564, 0.2645, 0.2185, 0.1144, 0.1416, 0.1199, 0.1132, 0.0736, 0.0576, 0.0546, 0.0294, 0.0980, 0.1297, 0.1596, 0.0376, 0.0875, 0.1426, 0.0185, 0.1601, 0.1977, -0.0982, 0.1532, 0.1480, 0.1246, 0.0804, -0.0445, 0.0287, 0.7288]}

No. 2
{"formula": "C10H19N3S", "method": "ωB97M-V/def2-TZVPD", "homo_lumo_gap_ha": 0.3404, "max_force_ev_per_a": 1.66, "molar_mass_da": 213.4, "e_tot_ha": -954.888697, "charge": 0, "symbols": ["C", "C", "C", "C", "C", "C", "C", "C", "C", "N", "N", "C", "N", "S", "H", "H", "H", "H", "H", "H", "H", "H", "H", "H", "H", "H", "H", "H", "H", "H", "H", "H", "H"], "positions_angstrom": [[5.333, 1.436, 0.756], [4.690, 0.336, -0.079], [3.221, 0.130, 0.285], [2.575, -0.967, -0.558], [1.138, -1.288, -0.145], [0.159, -0.148, -0.419], [-1.279, -0.560, -0.115], [-2.257, 0.582, -0.377], [-3.656, 0.183, -0.096], [-4.044, -0.957, 0.319], [-5.357, -1.084, 0.498], [-6.020, -0.014, 0.223], [-7.352, 0.133, 0.394], [-5.002, 1.324, -0.327], [5.282, 1.190, 1.815], [4.820, 2.382, 0.601], [6.378, 1.564, 0.483], [5.234, -0.600, 0.073], [4.766, 0.593, -1.138], [3.146, -0.137, 1.342], [2.687, 1.071, 0.140], [3.174, -1.876, -0.465], [2.590, -0.671, -1.610], [0.805, -2.171, -0.694], [1.115, -1.535, 0.919], [0.238, 0.149, -1.468], [0.419, 0.717, 0.193], [-1.560, -1.415, -0.732], [-1.365, -0.870, 0.927], [-2.186, 0.908, -1.419], [-2.005, 1.445, 0.248], [-7.816, 0.870, -0.109], [-7.870, -0.719, 0.537]], "lowdin_charge": [-0.1208, -0.2797, -0.2387, -0.2253, -0.2213, -0.2245, -0.2211, -0.2140, -0.6072, -0.0057, -0.0137, -0.7158, 0.0767, 1.0309, 0.0696, 0.0693, 0.0655, 0.1069, 0.1080, 0.1181, 0.1069, 0.1102, 0.1129, 0.1116, 0.1146, 0.1187, 0.1082, 0.1168, 0.1186, 0.1185, 0.1187, 0.0861, 0.1010]}

No. 3
{"formula": "C10H19N6O6", "method": "ωB97M-V/def2-TZVPD", "homo_lumo_gap_ha": 0.2722, "max_force_ev_per_a": 2.11, "molar_mass_da": 319.3, "e_tot_ha": -1172.634735, "charge": -1, "symbols": ["O", "O", "O", "O", "O", "O", "C", "C", "C", "C", "C", "N", "N", "N", "N", "N", "N", "C", "C", "C", "C", "C", "H", "H", "H", "H", "H", "H", "H", "H", "H", "H", "H", "H", "H", "H", "H", "H", "H", "H", "H"], "positions_angstrom": [[-5.501, 1.117, 2.356], [0.820, 2.296, 2.343], [3.527, -3.304, -1.067], [-3.438, 3.857, -0.660], [2.780, 0.511, -1.249], [-1.991, 4.984, 0.608], [-4.705, 1.613, 1.586], [-0.173, 2.165, 1.662], [2.469, -3.612, -0.541], [-2.672, 3.963, 0.334], [2.177, -0.557, -1.281], [-4.856, 1.377, 0.254], [-0.024, 1.542, 0.459], [1.846, -1.132, -2.446], [-3.680, 2.383, 2.060], [-1.371, 2.658, 2.107], [1.585, -2.735, -0.063], [2.089, -5.069, -0.421], [2.159, -0.566, -3.757], [-2.527, 2.686, 1.215], [2.655, -0.952, 1.237], [1.764, -1.277, 0.029], [-4.469, 2.118, -0.337], [-5.773, 1.023, 0.010], [0.951, 1.498, 0.169], [-0.696, 1.825, -0.247], [1.410, -2.037, -2.406], [-3.560, 2.377, 3.065], [-1.253, 3.467, 2.711], [0.754, -3.110, 0.364], [2.882, -5.676, -0.855], [1.158, -5.247, -0.955], [1.971, -5.324, 0.631], [1.736, 0.438, -3.835], [1.752, -1.194, -4.549], [3.243, -0.494, -3.871], [-2.425, 1.870, 0.494], [2.272, -1.446, 2.129], [3.676, -1.283, 1.043], [2.660, 0.126, 1.411], [0.779, -0.878, 0.265]], "lowdin_charge": [-0.0069, 0.0213, 0.0522, -0.0766, 0.0533, -0.0509, -0.6522, -0.6256, -0.5747, -0.6620, -0.4630, 0.1567, 0.1715, 0.0198, 0.1281, 0.1204, 0.0833, -0.0048, -0.0555, -0.2568, -0.0267, -0.2491, 0.0644, 0.1021, 0.0901, 0.0981, 0.1221, 0.1423, 0.1497, 0.1446, 0.0824, 0.0783, 0.0806, 0.0866, 0.0800, 0.0868, 0.1230, 0.0820, 0.0838, 0.0739, 0.1274]}

No. 4
{"formula": "C10H19NO15Tl", "method": "ωB97M-V/def2-TZVPD", "homo_lumo_gap_ha": 0.0921, "max_force_ev_per_a": 3.03, "molar_mass_da": 597.6, "e_tot_ha": -1747.704734, "charge": 1, "symbols": ["Tl", "N", "O", "O", "O", "O", "C", "O", "O", "H", "C", "O", "C", "O", "O", "C", "H", "H", "H", "H", "H", "H", "C", "O", "C", "O", "O", "C", "H", "H", "H", "H", "H", "H", "C", "O", "C", "O", "O", "C", "H", "H", "H", "H", "H", "H"], "positions_angstrom": [[-5.990, -21.544, 7.889], [-6.352, -20.145, 4.184], [-7.351, -19.429, 4.189], [-5.395, -19.874, 3.471], [-6.263, -21.053, 5.011], [-3.746, -18.099, 5.533], [-5.001, -17.940, 5.942], [-5.580, -16.871, 5.725], [-5.606, -18.886, 6.480], [-3.464, -17.316, 5.025], [-4.604, -23.713, 3.504], [-4.561, -24.955, 4.255], [-4.974, -24.889, 5.489], [-5.595, -23.961, 5.985], [-4.650, -26.017, 6.096], [-4.851, -26.158, 7.486], [-3.915, -23.764, 2.670], [-4.363, -22.902, 4.183], [-5.628, -23.587, 3.158], [-5.884, -26.013, 7.810], [-4.196, -25.525, 8.085], [-4.634, -27.202, 7.704], [-3.364, -17.861, 1.673], [-2.109, -17.319, 2.021], [-1.218, -17.090, 1.079], [-1.306, -17.342, -0.104], [-0.071, -16.731, 1.643], [1.101, -16.605, 0.846], [-3.462, -17.967, 0.592], [-4.155, -17.177, 1.984], [-3.517, -18.841, 2.119], [0.969, -16.192, -0.152], [1.475, -17.626, 0.752], [1.770, -15.944, 1.391], [-14.370, -21.820, 2.054], [-13.350, -20.875, 2.290], [-12.366, -21.263, 3.087], [-12.434, -22.051, 3.978], [-11.266, -20.595, 2.728], [-10.073, -20.908, 3.433], [-15.208, -21.751, 2.751], [-13.964, -22.829, 2.162], [-14.805, -21.781, 1.057], [-10.113, -20.464, 4.427], [-9.320, -20.477, 2.772], [-9.929, -21.991, 3.382]], "lowdin_charge": [1.1356, -0.5558, 0.2164, 0.1978, 0.0186, 0.1998, -0.7292, 0.2869, 0.0773, 0.1600, 0.0059, 0.0433, -0.6189, -0.0247, 0.0324, -0.0375, 0.1036, 0.0771, 0.1021, 0.0985, 0.0987, 0.1042, -0.0460, 0.0080, -0.6107, 0.1194, -0.0042, -0.0297, 0.0991, 0.0968, 0.0750, 0.0970, 0.1031, 0.0957, -0.0495, 0.0181, -0.6327, 0.1444, -0.0018, -0.0529, 0.0986, 0.0977, 0.0956, 0.1001, 0.0851, 0.1018]}